{
  "formula": "C6H11ClNS",
  "method": "ωB97M-V with the def2-TZVPD basis set",
  "e_above_lowest_ev": 1.899,
  "total_charge": 1,
  "homo_energy_ev": -12.9,
  "orbital_gap_ha": 0.3025,
  "smiles": "CC(C)S[C@@H]1C(Cl)=[N+]1C",
  "energy_ev": -31237.870,
  "elements": ["C", "C", "C", "C", "C", "C", "N", "S", "Cl", "H", "H", "H", "H", "H", "H", "H", "H", "H", "H", "H"],
  "positions_angstrom": [[-1.02868, 3.03230, -1.03855], [-0.40182, 1.98068, -0.23391], [-2.23522, -1.74053, -0.34510], [-0.28696, -1.30769, 1.19757], [1.47631, 3.49424, -1.52364], [-1.34709, -0.72791, 0.28974], [0.24403, 3.03719, -1.03641], [-0.38026, 0.27367, -1.05521], [-2.45434, 3.61694, -1.71578], [-0.65924, 2.06666, 0.84143], [-2.61024, -2.30641, 0.55494], [-3.00272, -1.26857, -0.89937], [-1.74638, -2.47776, -1.06245], [0.54131, -1.94200, 0.69024], [-0.77195, -2.07828, 1.95517], [0.05740, -0.56101, 1.80231], [1.96586, 4.04904, -0.69146], [1.19752, 4.26979, -2.24805], [2.17872, 2.75466, -1.93343], [-1.97524, 0.06885, 0.84289]],
  "forces_ev_per_a": [[-0.07, -0.12, -1.02], [-1.71, -2.06, -0.33], [0.56, -1.83, 0.27], [-1.01, -4.47, 0.04], [1.35, 2.37, -0.12], [0.82, 1.67, -0.02], [-1.94, -0.70, 0.95], [-0.72, 1.31, 1.45], [1.39, -0.17, 0.39], [1.24, -0.12, -0.41], [-0.12, 0.28, -1.24], [-1.09, 0.32, -0.36], [-0.22, 0.94, 1.13], [-1.38, 1.47, 0.61], [0.67, 1.48, -1.50], [1.63, 1.87, 1.48], [-0.08, -0.54, -0.47], [0.49, -0.32, -0.20], [-0.74, -0.09, 0.19], [0.93, -1.30, -0.84]],
  "nbo_charge": [0.327, -0.159, -0.641, -0.640, -0.447, -0.235, -0.228, 0.158, 0.245, 0.245, 0.239, 0.226, 0.233, 0.240, 0.227, 0.209, 0.257, 0.251, 0.274, 0.218]
}

***

{
  "formula": "C6H11ClS",
  "method": "ωB97M-V with the def2-TZVPD basis set",
  "e_above_lowest_ev": 3.931,
  "total_charge": 0,
  "homo_energy_ev": -8.6,
  "orbital_gap_ha": 0.3102,
  "energy_ev": -29753.780,
  "elements": ["C", "C", "C", "C", "C", "C", "S", "Cl", "H", "H", "H", "H", "H", "H", "H", "H", "H", "H", "H"],
  "positions_angstrom": [[-0.64953, 2.38234, -0.55364], [-0.91629, 1.69150, -1.90320], [-1.30568, 1.24075, 0.26821], [1.28875, -0.41851, 0.41107], [-0.39196, -2.07776, 1.02774], [1.10137, -1.77685, 1.18125], [-1.78102, 0.32968, -1.13338], [2.15310, -3.06321, 0.38911], [0.32025, 2.68146, -0.18722], [-1.30592, 3.28896, -0.62124], [-1.57577, 2.24072, -2.51690], [0.04058, 1.52624, -2.33987], [0.38624, 0.18809, 0.52884], [1.56964, -0.49935, -0.60153], [1.95816, 0.18869, 0.94516], [-0.95318, -1.60014, 1.78768], [-0.78062, -3.15664, 1.02141], [-0.70589, -1.52583, 0.15013], [1.54778, -1.64014, 2.14640]],
  "forces_ev_per_a": [[-2.77, -0.50, -0.26], [1.34, 0.62, 0.32], [-0.36, 0.22, 0.22], [-0.71, -0.56, 1.88], [-0.17, -1.82, -0.11], [-0.10, 0.82, -2.18], [0.31, 0.89, 0.80], [-0.43, 0.40, 0.29], [0.41, -0.08, -0.26], [0.49, -0.56, 0.94], [-0.40, 0.64, -1.06], [0.41, -0.83, -1.05], [-0.07, -0.50, -0.14], [0.22, -0.32, -1.17], [1.65, 0.66, 0.46], [-0.36, 0.63, 1.18], [1.08, 1.42, -0.15], [-0.16, -0.74, -0.39], [-0.37, -0.39, 0.67]],
  "nbo_charge": [-0.567, -0.526, -0.173, -0.625, -0.640, -0.145, 0.338, -0.115, 0.241, 0.251, 0.215, 0.225, 0.217, 0.218, 0.208, 0.229, 0.226, 0.211, 0.213]
}

***

{
  "formula": "C6H11F",
  "method": "ωB97M-V with the def2-TZVPD basis set",
  "e_above_lowest_ev": 0.505,
  "total_charge": 0,
  "homo_energy_ev": -9.2,
  "orbital_gap_ha": 0.3781,
  "smiles": "CC/C=C(\\C)CF",
  "energy_ev": -9116.967,
  "elements": ["C", "C", "C", "C", "C", "C", "H", "H", "H", "H", "H", "H", "H", "H", "H", "H", "H", "F"],
  "positions_angstrom": [[-1.06203, -1.81125, -0.96226], [-0.05887, -0.83569, -1.55981], [-0.12051, 0.53262, -0.85456], [0.30239, 0.80456, 0.41781], [1.19546, -0.10806, 1.22365], [0.02349, 2.13583, 1.09093], [-0.93850, -2.81980, -1.40012], [-0.92374, -1.88174, 0.14581], [-2.10264, -1.50852, -1.09369], [0.93382, -1.30308, -1.52090], [-0.29617, -0.69331, -2.63706], [-0.73681, 1.28010, -1.37831], [1.12110, 0.07229, 2.30646], [2.23072, -0.00081, 0.93922], [0.91296, -1.17088, 0.98073], [0.76541, 2.88887, 1.18908], [-0.92297, 2.58751, 0.69848], [-0.32309, 1.83139, 2.41453]],
  "forces_ev_per_a": [[-0.13, -0.63, 0.93], [0.12, 0.75, -0.29], [-0.22, -0.15, 1.41], [0.52, 0.42, -1.74], [-0.87, -1.31, -0.23], [-2.63, -0.76, -0.16], [-0.09, 0.44, 0.23], [-0.02, -0.10, -0.87], [0.09, 0.12, -0.19], [-0.08, 0.31, 0.08], [0.24, -0.03, 0.62], [0.32, -0.21, 0.37], [-0.12, -0.17, -0.49], [0.44, 0.18, -0.16], [0.39, 0.94, 0.53], [1.13, 0.38, -0.43], [0.96, -0.18, -0.19], [-0.05, 0.01, 0.58]],
  "nbo_charge": [-0.598, -0.446, -0.168, -0.032, -0.663, 0.026, 0.209, 0.205, 0.208, 0.210, 0.211, 0.198, 0.239, 0.222, 0.217, 0.176, 0.172, -0.386]
}

***

{
  "formula": "C6H11FN4OS",
  "method": "ωB97M-V with the def2-TZVPD basis set",
  "e_above_lowest_ev": 0.000,
  "total_charge": 0,
  "homo_energy_ev": -9.1,
  "orbital_gap_ha": 0.3351,
  "smiles": "[H]/N=C(/[C@@H](F)/C=N/C1CC1)[S@@](=N)(N)=O",
  "energy_ev": -27955.839,
  "elements": ["C", "C", "C", "C", "C", "C", "N", "N", "N", "N", "O", "F", "S", "H", "H", "H", "H", "H", "H", "H", "H", "H", "H", "H"],
  "positions_angstrom": [[-0.32144, 0.03593, -1.49485], [2.11710, 0.02609, -1.21540], [-2.87694, -0.12746, 1.21668], [-2.26916, 1.14701, 1.48674], [-2.00411, 0.51585, 0.08574], [0.83309, -0.70163, -1.99473], [2.77020, 0.92270, -1.77030], [2.00989, 0.99959, 1.16806], [-0.83735, -0.14731, -0.33421], [1.07221, -1.47669, 1.04503], [3.57822, -0.83787, 0.91114], [0.78774, -2.06312, -1.85837], [2.23313, -0.39175, 0.59673], [-0.78174, 0.75321, -2.10855], [-2.40148, -0.98338, 1.60901], [-3.91395, -0.30047, 1.02040], [-2.86751, 2.03762, 1.33838], [-1.45998, 1.14625, 2.27599], [-2.54620, 0.97597, -0.67417], [0.89674, -0.61147, -3.02795], [3.49985, 1.34835, -1.21815], [1.09262, 1.37181, 0.93293], [1.31160, -2.53593, 1.21471], [0.07750, -1.10331, 0.79513]],
  "forces_ev_per_a": [[-2.08, -0.58, 2.50], [-1.95, -2.37, -0.89], [0.00, -0.65, -1.91], [1.99, 0.70, 0.24], [-0.39, -0.66, 2.03], [2.44, 0.71, 1.54], [-0.18, -0.32, -0.74], [-0.71, -0.22, 0.24], [0.72, -0.23, -0.07], [0.35, -1.38, 0.06], [-1.19, -0.71, -0.60], [-0.02, -0.36, 1.04], [1.19, 0.91, 1.11], [-0.39, 1.06, -1.27], [0.49, -0.77, 0.62], [-0.49, 0.30, -0.06], [0.13, 0.05, 0.53], [-0.96, 0.35, -1.18], [-0.93, 0.90, -1.23], [0.56, 1.03, -1.84], [0.15, 0.12, 0.56], [0.04, 0.06, 0.03], [-0.54, 3.09, -0.84], [1.80, -1.02, 0.12]],
  "nbo_charge": [0.087, 0.051, -0.397, -0.403, -0.084, 0.114, -0.587, -1.160, -0.422, -1.144, -0.915, -0.335, 2.095, 0.177, 0.217, 0.221, 0.230, 0.241, 0.184, 0.197, 0.383, 0.361, 0.441, 0.451]
}

***

{
  "formula": "C6H11FN5",
  "method": "ωB97M-V with the def2-TZVPD basis set",
  "e_above_lowest_ev": 0.073,
  "total_charge": 1,
  "homo_energy_ev": -13.8,
  "orbital_gap_ha": 0.3590,
  "smiles": "[H]/N=C\\Cc1nc(N)[nH][n+]1CCF",
  "energy_ev": -16558.743,
  "elements": ["N", "C", "C", "C", "N", "C", "N", "N", "N", "C", "C", "F", "H", "H", "H", "H", "H", "H", "H", "H", "H", "H", "H"],
  "positions_angstrom": [[3.65381, -1.85543, 0.32926], [2.51154, -1.25539, 0.55884], [2.20150, 0.06910, -0.26211], [0.73525, 0.64042, -0.11487], [0.62658, 2.05739, -0.38666], [-0.79665, 2.22962, -0.20714], [-1.39967, 3.44126, -0.38286], [-1.43098, 1.01103, 0.15476], [-0.49977, 0.02952, 0.19163], [-0.72604, -1.40956, 0.48573], [-2.15235, -1.81362, -0.14482], [-2.36955, -3.21060, -0.02526], [4.12868, -1.27626, -0.39393], [1.79611, -1.73110, 1.30052], [2.89745, 0.88188, 0.14758], [2.44456, -0.00135, -1.37096], [-1.47465, 3.76322, -1.35671], [-1.81818, 3.96793, 0.39092], [-2.42330, 0.86090, 0.36073], [0.03458, -2.10768, 0.03029], [-0.84232, -1.50948, 1.60924], [-3.00298, -1.21706, 0.33489], [-2.09363, -1.56473, -1.24906]],
  "forces_ev_per_a": [[-2.69, 1.87, 0.27], [2.15, -0.88, -1.33], [-1.02, -0.02, 1.18], [-0.17, 2.46, -0.86], [-5.14, -4.63, 1.60], [2.92, -1.42, 0.23], [-0.60, -0.46, -0.20], [0.94, 2.52, -0.70], [4.17, 0.89, -0.96], [-2.51, -0.89, 0.69], [0.50, 0.11, -0.65], [0.41, 2.20, 0.18], [0.08, -0.68, 0.47], [0.93, 0.91, -0.86], [-1.20, -0.96, -0.52], [-0.44, -0.25, 1.37], [0.14, 0.11, 1.05], [0.19, -0.51, -0.78], [0.64, 0.07, -0.14], [-0.60, 1.29, 0.58], [0.60, -0.15, -1.29], [1.01, -1.20, -0.50], [-0.30, -0.38, 1.18]],
  "nbo_charge": [-0.513, 0.074, -0.547, 0.448, -0.392, 0.567, -0.870, -0.352, -0.167, -0.273, 0.047, -0.332, 0.328, 0.194, 0.293, 0.282, 0.441, 0.440, 0.458, 0.278, 0.242, 0.168, 0.187]
}

***

{
  "formula": "C6H11FO5",
  "method": "ωB97M-V with the def2-TZVPD basis set",
  "e_above_lowest_ev": 0.276,
  "total_charge": 0,
  "homo_energy_ev": -10.0,
  "orbital_gap_ha": 0.3839,
  "smiles": "OC[C@H]1O[C@@H](O)[C@@H](F)[C@@H](O)[C@@H]1O",
  "energy_ev": -19354.657,
  "elements": ["O", "C", "H", "C", "O", "C", "O", "H", "C", "F", "C", "O", "H", "H", "C", "O", "H", "H", "H", "H", "H", "H", "H"],
  "positions_angstrom": [[1.16299, -1.38658, 2.51339], [1.61951, -0.40910, 1.60387], [2.08098, 0.43925, 2.12248], [0.39990, 0.08120, 0.82429], [0.82915, 1.02870, -0.13000], [-0.24905, 1.76996, -0.70790], [0.20082, 2.38130, -1.84759], [0.20323, 1.74710, -2.58096], [-1.43543, 0.80767, -0.98044], [-2.11769, 1.25428, -2.08571], [-0.88019, -0.60525, -1.21477], [0.11495, -0.62782, -2.20240], [0.90017, -0.18435, -1.84516], [-1.68091, -1.26519, -1.55851], [-0.34005, -1.09807, 0.14053], [-1.40483, -1.55033, 0.92932], [-1.03468, -1.85234, 1.76950], [0.36832, -1.91619, -0.06127], [-2.15437, 0.78503, -0.15514], [-0.54082, 2.57095, -0.01106], [-0.29867, 0.55274, 1.53307], [2.35015, -0.83071, 0.90116], [1.90650, -1.69224, 3.04330]],
  "forces_ev_per_a": [[-0.12, -0.25, 0.23], [0.03, 0.62, -0.42], [-0.01, -0.07, -0.06], [-0.02, -0.44, 0.35], [0.33, 0.02, -0.05], [-0.44, 0.09, 0.31], [0.24, 0.07, -0.30], [-0.13, 0.10, 0.13], [0.32, -0.48, 0.08], [-0.21, 0.08, -0.37], [-0.53, 0.17, 0.67], [0.48, 0.13, -0.41], [-0.12, -0.14, 0.02], [0.05, 0.08, 0.12], [0.40, 0.23, -0.32], [-0.33, -0.17, 0.25], [-0.03, 0.02, -0.06], [-0.06, 0.14, -0.03], [0.21, -0.01, 0.05], [0.10, -0.17, -0.10], [0.02, -0.08, -0.03], [-0.06, 0.05, 0.01], [-0.12, -0.01, -0.05]],
  "nbo_charge": [-0.739, -0.067, 0.176, 0.045, -0.549, 0.349, -0.682, 0.486, 0.128, -0.348, 0.048, -0.716, 0.478, 0.212, 0.052, -0.718, 0.490, 0.177, 0.187, 0.158, 0.181, 0.166, 0.484]
}